Record 1
Molecular formula: H20O10
Method: DFT, ωB97M-V/def2-TZVPD

Each line ends with the natural charge from an NBO analysis.
Geometry (Å):
O  23.6384  -8.5191  -12.7275  -0.972
H  22.9808  -7.9307  -13.0927  0.485
H  23.2386  -9.3594  -12.7052  0.501
O  25.6851  -9.5295  -7.5771  -0.915
H  25.4583  -10.3937  -7.3056  0.465
H  25.3849  -9.4347  -8.4587  0.494
O  25.8100  -6.6456  -13.3373  -0.953
H  25.7225  -6.6933  -14.3447  0.467
H  25.1061  -7.2593  -13.1255  0.479
O  24.3108  -8.9547  -10.1316  -1.010
H  23.8981  -9.7877  -9.8567  0.478
H  24.2133  -8.8892  -11.0875  0.499
O  22.6801  -10.6463  -8.7525  -0.960
H  22.9911  -11.5553  -8.9812  0.480
H  22.1116  -10.3497  -9.4812  0.504
O  22.9650  -11.1140  -12.0892  -0.931
H  22.1500  -11.2814  -12.5773  0.478
H  22.6015  -11.4184  -11.2446  0.466
O  25.3943  -6.3117  -10.4217  -0.954
H  25.0274  -7.2120  -10.4496  0.475
H  25.7106  -6.1079  -11.2682  0.472
O  23.3989  -8.7690  -6.7918  -0.973
H  24.3223  -8.8925  -7.0144  0.475
H  23.1189  -9.5483  -7.1795  0.456
O  20.8738  -9.0023  -10.8325  -0.989
H  20.3898  -8.6199  -11.5387  0.471
H  21.4684  -8.2940  -10.5519  0.511
O  22.0991  -7.1155  -8.9647  -0.987
H  21.4258  -6.7290  -8.3486  0.483
H  22.5918  -7.8216  -8.5376  0.503

## Properties
LUMO energy in eV: -0.5
Electronic energy in hartree: -764.36826
HOMO in eV: -10.1117
Kohn-Sham gap in eV: 9.6
SMILES string: O.O.O.O.O.O.O.O.O.O

=====

Record 2
Molecular formula: C37H61N9
Method: DFT, ωB97M-V/def2-TZVPD

Each line ends with the Löwdin charge.
Geometry (Å):
N  0.9128  -1.2672  -1.4910  0.027
C  0.2052  -0.3879  -2.2303  -0.150
C  -0.0108  0.9606  -1.8653  -0.069
C  0.6085  1.3316  -0.7079  -0.107
C  1.1886  0.4176  0.1688  -0.075
C  1.3497  -0.9187  -0.2317  -0.116
H  -0.1192  -0.8286  -3.1614  0.092
H  -0.6105  1.6854  -2.3959  0.102
H  0.5296  2.3479  -0.3510  0.103
H  1.5983  0.6411  1.1428  0.096
H  1.7902  -1.7550  0.2908  0.097
C  -2.1659  -0.1423  6.4894  -0.127
C  -2.4448  -1.5137  7.1309  -0.231
C  -1.6652  -2.6824  6.4156  -0.174
C  -0.2688  -2.3638  6.1913  -0.253
N  0.8432  -2.1117  5.9274  0.141
H  -2.5678  -0.1932  5.4775  0.072
H  -1.1052  0.0091  6.2894  0.059
H  -2.6164  0.6887  7.0321  0.075
H  -3.5340  -1.5512  7.1453  0.105
H  -2.0361  -1.3702  8.1312  0.101
H  -2.2162  -3.0383  5.5451  0.120
H  -1.5276  -3.5552  7.0538  0.111
C  6.0681  3.4374  5.2968  -0.128
C  6.0691  2.2562  6.2170  -0.268
C  7.4910  1.7392  6.6297  -0.157
C  8.1709  1.0360  5.4627  -0.219
N  8.5612  0.4785  4.5150  0.119
H  5.0587  3.7188  4.9966  0.073
H  6.5107  3.2279  4.3229  0.076
H  6.5456  4.2921  5.7758  0.076
H  5.4674  1.4890  5.7297  0.110
H  5.5394  2.4944  7.1393  0.104
H  7.4454  1.0321  7.4581  0.108
H  8.1822  2.5641  6.8023  0.106
C  2.4427  -8.5874  0.4644  -0.107
C  1.6667  -9.8080  -0.0580  -0.253
C  0.8689  -10.5842  1.0018  -0.177
C  0.0336  -9.7732  1.9876  -0.238
N  -0.5009  -9.1825  2.7714  0.133
H  2.6497  -8.0730  -0.4740  0.071
H  3.3355  -8.9106  0.9998  0.071
H  1.9842  -7.8629  1.1374  0.072
H  2.3048  -10.4072  -0.7077  0.111
H  0.8305  -9.4303  -0.6464  0.101
H  1.5664  -11.1108  1.6532  0.109
H  0.0884  -11.2491  0.6320  0.106
C  7.7699  -6.0388  4.1880  -0.096
C  8.3667  -7.3922  4.7067  -0.275
C  9.7381  -7.4057  5.3017  -0.185
C  10.2003  -6.3464  6.2998  -0.209
N  10.4628  -5.5008  6.9731  0.136
H  7.6776  -5.3700  5.0437  0.064
H  6.7429  -6.1647  3.8452  0.067
H  8.3612  -5.4998  3.4479  0.073
H  8.2410  -8.0025  3.8124  0.101
H  7.6314  -7.9177  5.3160  0.103
H  10.3882  -7.2988  4.4333  0.111
H  9.9545  -8.4181  5.6429  0.110
C  1.4288  11.6780  -7.0458  -0.090
C  2.0331  10.3846  -7.6628  -0.285
C  1.2087  9.1446  -7.8948  -0.168
C  0.2044  8.7377  -6.7399  -0.187
N  -0.4939  8.3117  -5.9129  0.109
H  0.7365  11.3599  -6.2662  0.062
H  0.9697  12.3282  -7.7904  0.068
H  2.1039  12.3263  -6.4873  0.068
H  2.8078  10.0330  -6.9815  0.099
H  2.7142  10.5940  -8.4877  0.107
H  1.9697  8.3858  -8.0765  0.113
H  0.4564  9.3668  -8.6516  0.105
C  -3.8652  -5.0450  -0.3855  -0.115
C  -5.0134  -4.2235  0.1544  -0.294
C  -4.7921  -2.7262  0.1158  -0.193
C  -5.9304  -2.0819  0.8346  -0.203
N  -6.8549  -1.5674  1.4257  0.114
H  -4.1469  -6.0925  -0.4927  0.076
H  -3.0741  -4.9126  0.3525  0.077
H  -3.5063  -4.6791  -1.3475  0.074
H  -5.2111  -4.6865  1.1211  0.113
H  -5.9125  -4.4455  -0.4206  0.113
H  -4.9092  -2.3789  -0.9107  0.118
H  -3.8461  -2.2874  0.4331  0.120
C  -8.5497  7.9026  0.4971  -0.081
C  -7.4658  8.1221  -0.6372  -0.255
C  -7.5939  7.3489  -1.9458  -0.189
C  -7.1373  5.8805  -1.9504  -0.208
N  -6.8445  4.7770  -1.9074  0.119
H  -8.4665  8.6553  1.2810  0.060
H  -8.3254  6.9159  0.9024  0.071
H  -9.5531  8.1666  0.1630  0.068
H  -6.4280  7.9994  -0.3274  0.105
H  -7.4481  9.1806  -0.8971  0.097
H  -6.9097  7.7860  -2.6731  0.104
H  -8.5633  7.4297  -2.4375  0.110
C  -4.1703  2.3199  -10.0605  -0.101
C  -4.0752  1.8604  -8.5401  -0.187
C  -4.8164  0.4372  -8.3980  -0.182
C  -6.1912  0.2326  -8.9204  -0.247
N  -7.2932  0.1708  -9.2656  0.129
H  -3.9164  3.3645  -10.2405  0.059
H  -5.1291  2.1943  -10.5635  0.063
H  -3.4461  1.7585  -10.6509  0.064
H  -4.5888  2.5475  -7.8676  0.094
H  -3.0703  1.7162  -8.1434  0.095
H  -4.7931  0.1611  -7.3438  0.108
H  -4.3544  -0.2848  -9.0714  0.105

## Properties
LUMO energy in eV: 0.4
Electronic energy in hartree: -1938.99113
HOMO in eV: -9.6590
Kohn-Sham gap in eV: 10.0
SMILES string: c1ccncc1.CCCC#N.CCCC#N.CCCC#N.CCCC#N.CCCC#N.CCCC#N.CCCC#N.CCCC#N

=====

Record 3
Molecular formula: C4H13NO
Method: DFT, ωB97M-V/def2-TZVPD

Each line ends with the natural charge from an NBO analysis.
Geometry (Å):
C  -2.1222  0.0760  -0.2864  -0.631
C  -0.9103  -0.6470  -0.8193  -0.219
N  0.3803  -0.1695  -0.2573  -0.450
C  1.4566  -0.7996  -0.9236  -0.406
C  0.5024  -0.4196  1.2255  -0.445
H  -1.8485  1.1740  -0.2406  0.213
H  -2.4352  -0.1593  0.7170  0.215
H  -2.9289  -0.0372  -1.0279  0.222
H  -0.8991  -1.7751  -0.5155  0.152
H  -0.8875  -0.7430  -1.8833  0.205
H  1.4101  -1.9472  -0.7166  0.149
H  1.0949  -0.5744  -1.9168  0.201
H  2.4243  -0.3841  -0.7242  0.210
H  0.3714  -1.5374  1.5458  0.178
H  -0.2304  0.1955  1.7962  0.202
H  1.4609  -0.0144  1.5706  0.212
H  0.6741  2.0797  0.2516  0.502
H  1.3008  2.8556  1.5617  0.472
O  1.1864  2.8269  0.6430  -0.981

## Properties
LUMO energy in eV: 1.0
Electronic energy in hartree: -290.14386
HOMO in eV: -8.9719
Kohn-Sham gap in eV: 10.0
SMILES string: CCN(C)C.O

=====

Record 4
Molecular formula: C4H12
Method: DFT, ωB97M-V/def2-TZVPD

Each line ends with the natural charge from an NBO analysis.
Geometry (Å):
C  1.8441  0.4077  -0.2603  -0.622
C  1.0353  1.6126  -0.6798  -0.621
H  1.2477  -0.4137  0.1361  0.208
H  2.4486  -0.0262  -1.0638  0.206
H  2.6099  0.5953  0.4962  0.207
H  0.7437  1.6158  -1.7347  0.207
H  1.5121  2.5684  -0.4620  0.210
H  0.0570  1.6542  -0.1907  0.203
C  -1.6713  -0.5870  1.0780  -0.608
C  -1.2089  -1.4334  -0.1272  -0.610
H  -1.5551  -1.1223  2.0211  0.203
H  -1.0520  0.3064  1.1453  0.200
H  -2.7167  -0.3155  0.9532  0.204
H  -2.0453  -2.0292  -0.4948  0.205
H  -0.3424  -2.0353  0.1390  0.203
H  -0.9066  -0.7978  -0.9554  0.202

## Properties
LUMO energy in eV: 1.2
Electronic energy in hartree: -159.57751
HOMO in eV: -11.6127
Kohn-Sham gap in eV: 12.8
SMILES string: CC.CC

=====

Record 5
Molecular formula: C14H23F6MoN4O6S3
Method: DFT, ωB97M-V/def2-TZVPD

Each line ends with the natural charge from an NBO analysis.
Geometry (Å):
Mo  -0.1108  -0.3943  -0.0384  1.794
O  0.9701  -0.2910  1.4889  -0.850
S  1.7350  -0.6893  2.8440  1.210
C  1.8103  0.8837  3.7515  -0.550
C  3.1163  1.5530  3.3388  -0.425
C  4.1357  0.4269  3.2220  -0.423
C  3.4881  -0.6453  2.3431  -0.546
H  1.8011  0.5808  4.8025  0.281
H  0.8844  1.4178  3.5354  0.281
H  3.4010  2.2881  4.0906  0.282
H  2.9941  2.0772  2.3899  0.228
H  4.3818  0.0197  4.2039  0.245
H  5.0691  0.7455  2.7591  0.280
H  3.8907  -1.6514  2.4416  0.282
H  3.4658  -0.3522  1.2907  0.262
C  -5.1453  -0.8545  -2.2133  -0.428
N  -3.6710  -0.9237  -2.0546  -0.265
C  -2.9216  -1.4433  -3.2117  -0.426
C  -3.1200  -0.5267  -0.9594  0.716
C  -3.8938  0.0341  0.1809  -0.713
O  -1.7991  -0.5812  -0.8555  -0.661
H  -5.3923  -1.2582  -3.1895  0.258
H  -5.4726  0.1818  -2.1576  0.248
H  -5.6309  -1.4501  -1.4436  0.243
H  -3.2276  -0.8804  -4.0912  0.256
H  -3.1848  -2.4909  -3.3497  0.249
H  -1.8543  -1.3343  -3.0577  0.227
H  -4.4385  0.9222  -0.1469  0.292
H  -3.2252  0.3157  0.9896  0.248
H  -4.6314  -0.6826  0.5457  0.282
F  -0.3589  3.2827  -3.3029  -0.248
C  -0.6694  2.1651  -2.7149  0.798
F  -1.9085  2.1898  -2.2447  -0.291
F  -0.5273  1.1370  -3.5341  -0.287
S  0.5262  1.9228  -1.2537  2.114
O  -0.3833  1.7193  -0.0683  -0.883
O  0.9863  0.4375  -1.4287  -0.802
N  1.6693  2.8491  -1.2860  -1.096
S  1.4485  4.5473  -1.0337  2.202
O  2.1051  5.2009  -2.0936  -0.800
O  0.0867  4.7349  -0.6668  -0.876
C  2.5028  4.6909  0.4949  0.763
F  3.6210  3.9974  0.3323  -0.291
F  2.7595  5.9572  0.6923  -0.256
F  1.8216  4.1792  1.5222  -0.312
C  -1.0599  -3.5401  1.3144  -0.671
C  -0.0496  -3.4877  0.2264  0.433
N  0.4083  -2.3855  -0.3858  -0.564
C  1.3385  -2.7968  -1.3417  -0.087
C  1.4276  -4.1426  -1.2969  -0.025
N  0.5519  -4.5496  -0.3088  -0.461
H  -1.3173  -2.5357  1.6617  0.211
H  -0.6844  -4.0981  2.1727  0.280
H  -1.9770  -4.0246  0.9765  0.274
H  1.8483  -2.0977  -1.9828  0.257
H  2.0184  -4.8400  -1.8650  0.276
H  0.3911  -5.5099  -0.0337  0.462

## Properties
Charge: +3
LUMO energy (alpha / beta) in eV: -11.0 / -11.0
Electronic energy in hartree: -3078.67352
HOMO (alpha / beta) in eV: -18.4301 / -18.4289
Kohn-Sham gap (alpha / beta) in eV: 7.5 / 7.4

=====

Record 6
Molecular formula: C9H19AsF6MnO15S2
Method: DFT, ωB97M-V/def2-TZVPD

Each line ends with the Löwdin spin population.
Geometry (Å):
Mn  -0.2670  1.6575  -0.7866  4.704
O  -0.7348  0.3992  -4.7719  0.002
C  -1.5839  0.9480  -3.8383  0.007
O  -2.6902  1.3510  -4.2424  0.005
O  -1.1627  1.0919  -2.6544  0.040
H  -1.2772  0.3938  -5.5682  0.000
O  -2.5469  4.6586  1.3126  0.002
C  -1.5991  4.3882  0.3188  0.005
O  -0.8289  5.3121  0.0727  0.003
O  -1.6883  3.2533  -0.2450  0.037
H  -2.8833  3.8082  1.6183  0.000
O  3.4379  2.7467  -2.4318  0.002
C  2.2445  3.3776  -2.1890  0.008
O  2.1788  4.6041  -2.3880  0.005
O  1.3231  2.6748  -1.6607  0.045
H  3.9312  3.4985  -2.8022  0.000
As  1.4882  2.3719  2.5214  0.004
F  1.3664  0.6615  2.9882  0.002
F  2.1982  2.7819  4.0854  0.000
F  1.4841  4.0489  2.1251  0.002
F  0.7405  1.9372  0.9853  0.036
F  -0.0939  2.5662  3.2516  0.002
F  3.0494  1.9606  1.8616  0.002
O  2.2515  -1.5662  -2.1593  0.002
S  1.9265  -1.0503  -0.8451  0.008
O  0.7979  -0.1945  -0.6106  0.028
O  1.7764  -2.2398  0.2321  0.003
C  2.8010  -3.2472  0.2701  0.001
C  2.5985  -4.3388  -0.7681  0.000
C  3.3706  -0.1503  -0.2411  0.001
H  2.7957  -3.6948  1.2612  0.000
H  3.7533  -2.7375  0.1288  0.000
H  2.6171  -3.9767  -1.7977  0.000
H  1.7268  -4.9794  -0.6564  0.000
H  3.5003  -4.9631  -0.7871  0.000
H  3.2219  -0.0256  0.8299  0.000
H  3.3044  0.8107  -0.7537  0.000
H  4.2791  -0.7051  -0.4553  0.000
O  -1.6056  0.3815  0.3145  0.028
S  -2.8046  -0.3757  0.5511  0.008
O  -3.8849  -0.5093  -0.4055  0.001
O  -2.3749  -1.8719  0.9177  0.002
C  -3.2986  -2.9474  0.6793  0.000
C  -2.8237  -4.1276  1.4865  0.000
C  -3.4858  0.1574  2.1796  0.003
H  -3.3360  -3.1203  -0.3932  0.000
H  -4.2929  -2.6876  1.0509  0.000
H  -3.1122  -4.0901  2.5372  0.000
H  -1.7405  -4.2369  1.4422  0.000
H  -3.3134  -5.0141  1.0746  0.000
H  -3.9141  -0.6568  2.7492  0.000
H  -4.1800  0.9756  1.9868  0.000
H  -2.6400  0.6903  2.6191  0.000

## Properties
Charge: -2
<S²>: 8.752
LUMO energy (alpha / beta) in eV: 3.6 / 3.6
Electronic energy in hartree: -6265.63293
HOMO (alpha / beta) in eV: -2.6269 / -2.6506
Multiplicity: 6
Kohn-Sham gap (alpha / beta) in eV: 6.2 / 6.2

=====

Energy above the lowest of the compared OMol25 structures with the same formula, charge and spin: 298.4, 471.9, 139.4, 19.6, 0.0, 0.0 (kJ/mol)